1.
Density functional theory data (the ωB97M-V functional and the def2-TZVPD basis) for a molecular structure, C13H25As2F3GdN7O5S2 at a distorted geometry.

## Properties
**Expectation value of S²**: 16.211
**Max |F|**: 4.40 eV/Å
**Total charge**: +2
**Lowest unoccupied orbital energy (spin up / spin down)**: -8.5356 / -6.8802 eV
**Spin multiplicity**: 8
**Orbital gap (spin up / spin down)**: 0.1439 / 0.2229 Ha
**Energy relative to the best compared isomer or geometry (same formula, charge and spin)**: 49.2 kcal/mol

Element x y z (Å)
Gd (0.31488, -1.92932, -0.11659)
C (1.36412, 4.14845, -0.61732)
As (0.14333, 3.14551, -1.84110)
C (0.24050, 4.46654, -3.21722)
C (-1.40403, 3.79036, -0.92802)
C (-1.65056, 5.14863, -0.94830)
C (-2.49144, 5.77049, 0.00949)
C (-3.40039, 4.97034, 0.68072)
C (-3.28071, 3.54216, 0.54639)
C (-2.33682, 2.94764, -0.24842)
As (-1.89175, 1.03758, -0.11460)
C (-3.49218, 0.12433, -0.83299)
C (-2.32870, 0.58257, 1.78743)
H (0.76863, 4.35920, 0.23491)
H (1.65772, 5.13429, -1.07046)
H (2.26644, 3.60871, -0.41653)
H (1.09566, 4.24762, -3.84910)
H (0.22476, 5.45430, -2.81283)
H (-0.61984, 4.25657, -3.88041)
H (-1.24433, 5.77968, -1.73531)
H (-2.52175, 6.88160, 0.16224)
H (-4.24607, 5.37285, 1.23829)
H (-3.88401, 2.82066, 1.09872)
H (-3.07079, -0.68040, -1.40968)
H (-4.23311, 0.67486, -1.38993)
H (-3.96608, -0.44872, 0.01855)
H (-3.37597, 0.65991, 1.99475)
H (-1.82560, 1.36575, 2.38309)
H (-1.97984, -0.42416, 2.12173)
N (2.26149, -4.92049, -0.25162)
N (2.69572, -4.75652, -1.56087)
C (2.19247, -3.80976, -2.44037)
N (2.97883, -3.48473, -3.49412)
N (1.12218, -3.03545, -2.11363)
N (-0.04784, -2.77698, -2.76608)
O (-0.74406, -1.82170, -2.06106)
O (-0.40274, -3.40909, -3.75531)
H (2.99718, -4.85041, 0.44590)
H (1.82411, -5.86237, -0.14650)
H (3.61339, -5.14014, -1.81716)
H (3.95878, -3.54938, -3.42776)
H (2.70723, -2.63908, -4.00076)
F (2.84545, -1.29605, 3.05673)
C (3.19684, -1.21119, 1.72182)
F (4.52996, -1.27223, 1.44754)
F (2.68429, -2.41801, 1.24871)
S (2.09496, 0.10080, 0.92273)
O (0.80068, -0.33559, 1.52054)
O (2.65179, 1.39638, 1.11771)
O (1.99450, -0.41415, -0.46375)
N (-0.25360, -4.98921, 3.52726)
C (-0.29541, -3.64007, 3.37496)
N (0.41916, -3.00503, 4.32722)
S (-1.36249, -3.06345, 2.17675)
H (0.28916, -5.52443, 4.17386)
H (-0.79917, -5.54704, 2.89323)
H (0.54706, -3.51596, 5.18223)
H (0.66802, -2.01667, 4.31428)

***

2.
Density functional theory data (the ωB97M-V functional and the def2-TZVPD basis) for 3 unconnected molecules or ions with the total composition C13H25BO8S2 at a distorted geometry.

## Properties
**SMILES**: O=C1C[C@H](CB(O)O)CO1.O=S1(=O)CCCC1.O=S1(=O)CCCC1
**Max |F|**: 1.40 eV/Å
**Lowest unoccupied orbital energy**: 0.2177 eV
**Orbital gap**: 0.3823 Ha

Element x y z (Å)
O (2.40732, 0.51275, 8.11627)
C (1.86679, 0.61565, 7.04411)
C (2.26358, 1.35757, 5.78637)
C (2.18369, 0.15049, 4.86045)
C (2.45341, 0.31962, 3.35978)
B (3.07070, -1.07340, 2.90959)
O (4.44262, -1.23648, 2.91924)
O (2.18815, -2.09300, 2.56582)
C (0.85614, -0.47037, 5.32209)
O (0.72627, -0.07915, 6.69382)
H (1.45507, 2.04289, 5.56718)
H (3.24393, 1.80254, 5.79797)
H (2.94039, -0.54168, 5.25471)
H (1.53220, 0.52886, 2.82657)
H (3.16572, 1.12429, 3.23408)
H (4.73487, -1.64892, 3.72914)
H (1.93511, -2.59148, 3.34125)
H (0.86941, -1.55117, 5.26195)
H (0.01833, -0.07202, 4.76141)
O (0.04169, 0.81933, 0.24276)
S (1.06215, 0.88330, -0.77411)
O (1.92490, 2.03312, -0.88514)
C (2.05166, -0.59808, -0.68516)
C (1.33718, -1.58417, -1.60485)
C (0.94267, -0.78212, -2.85348)
C (0.31489, 0.53135, -2.36904)
H (2.10955, -0.92884, 0.34752)
H (3.04436, -0.35199, -1.06075)
H (1.97475, -2.43142, -1.85019)
H (0.44113, -1.96753, -1.11315)
H (1.83383, -0.56708, -3.44662)
H (0.24862, -1.32917, -3.48754)
H (0.52045, 1.36191, -3.03986)
H (-0.75631, 0.42891, -2.21330)
O (-1.98231, -0.88706, -4.77795)
S (-2.97033, -0.48284, -3.80798)
O (-2.94247, -1.01061, -2.46800)
C (-3.01809, 1.30780, -3.75171)
C (-4.04479, 1.68842, -4.81364)
C (-5.20943, 0.70340, -4.64310)
C (-4.60610, -0.70191, -4.52123)
H (-2.02173, 1.69725, -3.94284)
H (-3.34901, 1.59314, -2.75354)
H (-4.36748, 2.72153, -4.69974)
H (-3.60769, 1.58034, -5.80822)
H (-5.76329, 0.94717, -3.73510)
H (-5.90757, 0.75571, -5.47634)
H (-5.18074, -1.35200, -3.86754)
H (-4.47418, -1.17482, -5.49194)

***

3.
Density functional theory data (the ωB97M-V functional and the def2-TZVPD basis) for a molecular structure, C13H25Cl3O2ReSi at a distorted geometry.

## Properties
**Expectation value of S²**: 3.767
**Max |F|**: 4.45 eV/Å
**Total charge**: -2
**Lowest unoccupied orbital energy (spin up / spin down)**: 5.0954 / 4.7777 eV
**Spin multiplicity**: 4
**Orbital gap (spin up / spin down)**: 0.0842 / 0.2292 Ha

Element x y z (Å)
C (-0.79202, 0.94779, -2.13081)
C (-1.00248, -0.47293, -2.19510)
C (0.26947, -1.10634, -2.04300)
C (-2.26770, -1.13213, -2.61625)
C (1.25728, -0.08265, -1.77005)
C (0.62336, 1.18043, -1.95886)
C (1.33558, 2.49174, -1.99948)
C (-1.84582, 1.98014, -2.34630)
C (0.56918, -2.51666, -2.42191)
C (2.72687, -0.28191, -1.59715)
Re (-0.17812, 0.06899, -0.19625)
Cl (-2.11632, -3.18211, -0.21454)
Cl (-2.33535, -0.13312, 0.64417)
Cl (0.50592, -2.07763, 0.50817)
H (-3.11870, -0.47670, -2.42656)
H (-2.41664, -2.05821, -2.02330)
H (-2.22106, -1.40756, -3.67932)
H (-0.21554, -3.17522, -2.02780)
H (1.54213, -2.83331, -2.03324)
H (0.59018, -2.60199, -3.51770)
H (2.94951, -1.19401, -1.03675)
H (3.16484, 0.56134, -1.06051)
H (3.21381, -0.34706, -2.57607)
H (2.24671, 2.45703, -1.39240)
H (0.69003, 3.29202, -1.62350)
H (1.62201, 2.72897, -3.03506)
H (-2.78315, 1.66731, -1.87876)
H (-2.02845, 2.12604, -3.41991)
H (-1.54446, 2.93762, -1.90583)
O (-0.49154, 1.98796, 0.23583)
H (-0.10282, 2.14325, 1.11436)
C (1.63436, -0.98697, 4.03368)
Si (0.23142, -0.05040, 3.22210)
C (-1.33133, -1.05606, 3.55857)
C (0.05898, 1.64794, 4.02305)
O (0.64481, 0.29149, 1.67469)
H (1.48090, -1.04510, 5.12052)
H (2.58915, -0.48226, 3.84620)
H (1.70824, -2.00573, 3.63531)
H (-1.28965, -1.40617, 4.60144)
H (-2.24527, -0.45972, 3.44484)
H (-1.41533, -1.93184, 2.90286)
H (0.95480, 2.25377, 3.81830)
H (-0.81389, 2.19020, 3.62998)
H (-0.05389, 1.54981, 5.11230)

***

4.
Density functional theory data (the ωB97M-V functional and the def2-TZVPD basis) for a molecular structure, C13H25ClNO4P2Tl at a distorted geometry.

## Properties
**Max |F|**: 11.60 eV/Å
**Total charge**: +2
**Lowest unoccupied orbital energy (spin up / spin down)**: -10.5756 / -9.4760 eV
**Orbital gap (spin up / spin down)**: 0.1620 / 0.2030 Ha
**Energy relative to the best compared isomer or geometry (same formula, charge and spin)**: 135.2 kcal/mol

Element x y z (Å)
C (1.64354, 2.25520, -4.83439)
C (0.75773, 1.54204, -4.10459)
H (1.07736, 2.20458, -5.91128)
H (2.75059, 1.79761, -4.82547)
H (1.82091, 3.33181, -4.41489)
O (0.02627, 0.58113, -3.76187)
Cl (3.85441, 1.90845, -1.13898)
Tl (1.46376, 1.52868, -1.73700)
P (1.44962, -1.74095, -1.09386)
C (0.44899, -3.34774, -1.19555)
C (2.41439, -2.00690, -2.62209)
H (2.95579, -2.93588, -2.57211)
H (3.34848, -3.23241, -0.39685)
H (3.10553, -1.18997, -2.75307)
H (3.34803, -1.61223, 0.41949)
H (-0.44052, -3.12892, -1.82355)
H (1.74907, -2.03356, -3.46911)
C (2.72307, -2.46209, 0.09602)
H (1.03840, -4.17761, -1.65748)
H (2.22458, -2.88585, 0.99036)
H (0.09718, -3.64748, -0.17605)
P (-1.12775, 2.33720, 0.18133)
C (-2.96171, 2.15337, 0.48896)
C (-0.77256, 3.16993, 1.79471)
H (-0.24952, 4.17071, -1.14729)
H (-1.69447, 4.69823, -0.23622)
H (-1.85779, 3.70263, -1.70994)
C (-1.25286, 3.88839, -0.82292)
H (0.31480, 3.22732, 1.88612)
H (-1.20905, 4.17282, 1.83878)
H (-3.46843, 3.13441, 0.58044)
H (-3.11441, 1.56270, 1.41685)
H (-1.14863, 2.55937, 2.62134)
H (-3.38807, 1.59165, -0.35929)
C (-1.32058, -0.74966, 0.11260)
O (-2.29658, -1.31087, -0.06778)
O (0.14295, -3.20217, 1.91678)
C (-0.42490, -2.32950, 2.59928)
C (-0.83277, -2.57730, 4.11188)
C (-1.56663, -1.39741, 4.48935)
C (-1.56946, -0.47211, 3.14685)
O (-2.20091, 0.56657, 3.08474)
N (-0.81225, -1.09892, 2.23754)
H (-1.41408, -3.46880, 4.14341)
H (0.06677, -2.70713, 4.67177)
H (-2.60172, -1.56317, 4.74033)
H (-1.09658, -0.80618, 5.26271)

***

The highest max |F| belongs to which entry? C13H25ClNO4P2Tl

***

What is the max |F| in the third record? 4.45 eV/Å